[1]
Density functional theory data (ωB97M-V/def2-TZVPD) for a cluster of 4 separate species, C20H49N2O14P in total.

CARTESIAN COORDINATES (ANGSTROEM)
N1 -3.7480 -1.8423 -2.7526
P1 -3.5593 -3.4021 -2.9859
O1 -2.6302 -3.7411 -4.3667
O2 -5.1319 -4.0566 -3.2010
O3 -2.8736 -4.2566 -1.6745
C1 -1.9527 -3.4690 -0.9197
O4 -0.7398 -3.8113 -0.9822
O5 -2.4337 -2.4181 -0.1188
C2 -1.5962 -1.2325 -0.2092
N2 -1.0741 -0.9357 -1.5688
H1 -3.2331 -1.3141 -3.4779
H2 -1.8799 -3.1144 -4.4640
H3 -5.5996 -3.8832 -2.3442
H4 -0.7709 -1.2663 0.6011
H5 -2.2707 -0.3423 0.0917
H6 -1.2841 0.0340 -1.8575
H7 -0.0389 -0.9665 -1.4631
C3 1.6946 3.5042 -2.4665
O6 1.3740 2.8680 -1.2431
C4 2.4237 2.8786 -0.2872
C5 1.9439 3.3455 1.0884
O7 1.5187 4.7049 1.1808
C6 0.3450 5.0800 0.4567
C7 -0.9578 4.4207 0.9032
O8 -0.9770 3.0316 0.6015
C8 -1.3852 2.2113 1.6824
H8 2.1372 2.7822 -3.1572
H9 0.7707 3.8808 -2.9059
H10 2.3699 4.3560 -2.3254
H11 3.2560 3.5130 -0.6114
H12 2.7937 1.8525 -0.2003
H13 2.7945 3.2612 1.7732
H14 1.1823 2.6788 1.4911
H15 0.5056 4.9658 -0.6116
H16 0.2392 6.1611 0.6247
H17 -1.7908 4.8790 0.3528
H18 -1.1171 4.6067 1.9715
H19 -1.0351 2.5956 2.6466
H20 -0.9450 1.2223 1.5381
H21 -2.4745 2.1179 1.6848
C9 -3.3664 -6.8841 -4.6751
O9 -2.0139 -7.3000 -4.6523
C10 -1.4677 -7.4346 -3.3488
C11 -0.7437 -8.7693 -3.1645
O10 -1.5588 -9.9401 -3.2083
C12 -2.1881 -10.2627 -4.4497
C13 -1.2532 -10.6180 -5.6040
O11 -0.5099 -9.4910 -6.0500
C14 0.8773 -9.7378 -6.1978
H22 -3.4181 -5.7942 -4.6959
H23 -3.8256 -7.2691 -5.5860
H24 -3.9348 -7.2750 -3.8226
H25 -2.2395 -7.3352 -2.5775
H26 -0.7472 -6.6225 -3.2134
H27 -0.3019 -8.7612 -2.1625
H28 0.0977 -8.8634 -3.8501
H29 -2.8934 -9.4856 -4.7309
H30 -2.7981 -11.1520 -4.2379
H31 -1.8587 -10.9582 -6.4553
H32 -0.5977 -11.4441 -5.3051
H33 1.2564 -10.4250 -5.4334
H34 1.4021 -8.7873 -6.0813
H35 1.0797 -10.1340 -7.1965
C15 2.7769 6.8365 3.0099
O12 2.6184 7.6210 4.1791
C16 1.2691 7.9013 4.5131
C17 0.9692 7.6108 5.9847
O13 1.0388 6.2425 6.3834
C18 2.3177 5.6059 6.3453
C19 3.3700 6.1555 7.3060
O14 3.7923 7.4623 6.9382
C20 3.8073 8.3865 8.0120
H36 2.8448 7.4856 2.1330
H37 3.7090 6.2778 3.0989
H38 1.9650 6.1138 2.8833
H39 0.5733 7.3326 3.8859
H40 1.1026 8.9664 4.3243
H41 -0.0670 7.9140 6.1692
H42 1.5736 8.2327 6.6440
H43 2.6902 5.5635 5.3255
H44 2.1259 4.5627 6.6328
H45 4.2576 5.5093 7.2627
H46 2.9824 6.1276 8.3308
H47 2.9863 8.2120 8.7161
H48 3.6822 9.3880 7.5954
H49 4.7680 8.3365 8.5315

Values from the calculation:
SMILES string	N=P(O)(O)OC(=O)OCN.COCCOCCOC.COCCOCCOC.COCCOCCOC
spin multiplicity	1
HOMO energy	-8.8	eV
E	-2295.457208	Eh
gap between HOMO and LUMO	9.035	eV

Löwdin atomic charge list, values in e, 5 entries: number 1, N, carries -0.161; number 2, P, carries 0.646; number 3, O, carries -0.174; number 4, O, carries -0.171; number 5, O, carries -0.114

=====

[2]
Density functional theory data (ωB97M-V/def2-TZVPD) for a cluster of 8 separate species, C18H32Cl6N2O12 in total.

CARTESIAN COORDINATES (ANGSTROEM)
C1 -2.6850 -0.3333 -4.3107
O1 -3.8337 -0.2629 -3.4826
C2 -4.3098 0.9144 -3.0716
O2 -5.3904 0.9923 -2.5641
O3 -3.4356 1.8883 -3.2478
C3 -3.8467 3.2380 -3.1208
H1 -2.4596 -1.3732 -4.5256
H2 -1.7929 0.1120 -3.8763
H3 -2.9005 0.1753 -5.2539
H4 -4.1196 3.6528 -4.0897
H5 -3.0312 3.8289 -2.7130
H6 -4.6749 3.3355 -2.4200
C4 -3.2620 5.9979 0.9447
O4 -2.8337 5.0818 -0.0847
C5 -2.5053 3.8709 0.3458
O5 -2.1733 3.5641 1.4486
O6 -2.5847 3.0560 -0.6962
C6 -2.1695 1.7167 -0.4488
H7 -2.4966 6.0721 1.7120
H8 -4.2395 5.6327 1.2488
H9 -3.3670 6.9847 0.5026
H10 -2.2371 1.2117 -1.4014
H11 -2.7437 1.2472 0.3474
H12 -1.1477 1.6920 -0.0622
C7 6.8172 -4.0204 2.8477
O7 6.5758 -4.2709 1.4673
C8 5.3828 -4.0641 0.9330
O8 5.0848 -4.4191 -0.1605
O9 4.6036 -3.3883 1.7772
C9 3.2866 -3.0580 1.3343
H13 6.1793 -4.6442 3.4752
H14 6.6793 -2.9676 3.0844
H15 7.8443 -4.3274 3.0256
H16 3.0321 -2.1545 1.8829
H17 2.6451 -3.8352 1.7437
H18 3.1901 -2.8842 0.2688
C10 -1.6962 -2.8488 2.3604
O10 -1.6678 -1.5013 2.7865
C11 -0.4661 -0.9362 2.8514
O11 0.5824 -1.4745 2.6372
O12 -0.6314 0.3136 3.2072
C12 0.5257 1.1352 3.3604
H19 -0.8259 -3.1076 1.7571
H20 -2.5894 -3.1700 1.8394
H21 -1.6027 -3.5007 3.2367
H22 1.1854 1.1424 2.4916
H23 1.1577 0.7552 4.1697
H24 0.2306 2.1324 3.6639
Cl1 5.4062 2.0200 2.6707
C13 4.3125 2.1509 1.2962
Cl2 3.2318 3.5332 1.4743
Cl3 3.3620 0.6691 1.1339
H25 4.8844 2.3391 0.3971
Cl4 3.3352 -0.1250 -4.8122
C14 3.8022 -0.1626 -3.1265
Cl5 5.0555 1.0779 -2.7920
Cl6 4.3142 -1.7771 -2.6701
H26 2.9994 0.1928 -2.4973
C15 -4.7944 -1.8158 -0.2618
C16 -3.3820 -1.5805 -0.2902
N1 -2.2572 -1.3931 -0.3128
H27 -5.2789 -2.3520 -1.0741
H28 -5.3589 -0.8902 -0.1513
H29 -5.0076 -2.4357 0.6201
C17 0.7444 -1.1968 -0.6424
C18 0.5969 -0.8996 -2.0794
N2 0.5082 -0.6556 -3.1989
H30 0.1862 -2.1278 -0.5380
H31 0.2685 -0.4643 -0.0011
H32 1.7880 -1.3089 -0.3661

Values from the calculation:
SMILES string	COC(=O)OC.COC(=O)OC.COC(=O)OC.COC(=O)OC.ClC(Cl)Cl.ClC(Cl)Cl.CC#N.CC#N
relative energy (zero: lowest compared OMol25 entry of this formula, charge and spin)	0.0	kJ/mol
spin multiplicity	1
HOMO energy	-10.8	eV
E	-4478.584425	Eh
gap between HOMO and LUMO	11.160	eV

Löwdin atomic charge list, values in e, 5 entries: number 1, C, carries -0.050; number 2, O, carries -0.007; number 3, C, carries -0.637; number 4, O, carries 0.132; number 5, O, carries -0.029

=====

[3]
Density functional theory data (ωB97M-V/def2-TZVPD) for a structure of composition C22H19Cl2FeN5O3S.

CARTESIAN COORDINATES (ANGSTROEM)
Fe1 0.2696 -0.2293 -0.0785
N1 1.6115 0.6146 4.0469
C1 1.0377 0.7592 2.8019
S1 2.0142 0.2986 1.4303
N2 -0.1445 1.2722 2.7330
N3 -0.5521 1.3610 1.4060
C2 -1.5295 2.1598 1.2236
C3 -2.0920 2.4348 -0.0831
C4 -3.1934 3.2860 -0.1899
C5 -3.7545 3.5957 -1.4134
C6 -3.1902 3.0357 -2.5628
C7 -2.0962 2.2010 -2.4857
C8 -1.5053 1.8783 -1.2428
O1 -0.4477 1.1247 -1.2430
H1 2.3253 -0.0902 4.1052
H2 0.9533 0.6449 4.8092
H3 -1.9468 2.6731 2.0909
H4 -3.6052 3.7092 0.7209
H5 -4.6094 4.2555 -1.4810
H6 -3.6246 3.2518 -3.5327
H7 -1.6567 1.7580 -3.3714
C9 2.9913 0.4294 -1.5545
N4 1.6937 -0.2487 -1.4902
C10 1.3235 -0.9063 -2.5357
C11 0.0559 -1.5249 -2.5349
C12 -0.6471 -2.3222 -3.4425
C13 -1.8558 -2.6282 -2.8105
C14 -1.8214 -2.0089 -1.5492
N5 -0.6728 -1.3489 -1.3958
C15 3.0620 1.6000 -2.5115
C16 2.0113 2.5044 -2.6379
C17 2.1278 3.5920 -3.4911
C18 3.2888 3.7930 -4.2274
C19 4.3346 2.8897 -4.1132
C20 4.2159 1.7981 -3.2625
H8 3.7569 -0.2966 -1.8479
H9 3.2428 0.7743 -0.5552
H10 1.9708 -0.9712 -3.4106
H11 -0.3114 -2.6245 -4.4226
H12 -2.6641 -3.2284 -3.1973
H13 -2.5713 -2.0106 -0.7732
H14 1.1000 2.3322 -2.0798
H15 1.3003 4.2851 -3.5816
H16 3.3764 4.6476 -4.8871
H17 5.2404 3.0277 -4.6912
H18 5.0323 1.0880 -3.1825
Cl1 -2.1347 -4.3096 1.4524
C21 -0.6333 -3.5411 2.0022
Cl2 -0.6716 -3.2451 3.7566
C22 -0.3921 -2.2298 1.2616
O2 0.6623 -2.1888 0.5750
O3 -1.1934 -1.2888 1.3203
H19 0.1784 -4.2291 1.8064

Values from the calculation:
relative energy (zero: lowest compared OMol25 entry of this formula, charge and spin)	86.0	kJ/mol
spin multiplicity	2
HOMO energy (spin up / spin down)	-4.4 / -4.5	eV
total charge	-1
E	-3931.639182	Eh
gap between HOMO and LUMO (spin up / spin down)	7.163 / 7.193	eV

Löwdin atomic charge list, values in e, 5 entries: number 1, Fe, carries 0.582; number 2, N, carries 0.045; number 3, C, carries -0.831; number 4, S, carries 0.744; number 5, N, carries -0.004

=====

[4]
Density functional theory data (ωB97M-V/def2-TZVPD) for a structure of composition C33H26Cl3CsGeN7O12.

CARTESIAN COORDINATES (ANGSTROEM)
Cs1 2.0579 -1.9166 0.7583
O1 5.1001 -0.5323 -0.2848
C1 6.1971 -1.1878 -0.8777
C2 6.3554 -2.6394 -0.4293
N1 5.4711 -3.6412 -1.0320
C3 5.2453 -4.8547 -0.2562
C4 4.4237 -4.7046 1.0638
O2 4.0486 -5.7872 1.5285
O3 4.2589 -3.5401 1.4938
C5 4.9929 -3.5515 -2.3047
C6 3.2784 -2.9669 -2.2599
O4 2.5276 -3.8201 -2.6643
O5 3.2191 -1.8376 -1.8079
H1 4.3299 -0.7909 -0.8189
H2 7.0982 -0.6663 -0.5463
H3 6.1679 -1.0880 -1.9663
H4 6.1914 -2.6965 0.6450
H5 7.3850 -2.9563 -0.6556
H6 6.2245 -5.2637 0.0169
H7 4.7339 -5.5844 -0.8803
H8 4.8564 -4.5117 -2.7895
H9 5.4657 -2.7863 -2.9126
C7 -8.2280 8.2856 -1.4748
O6 -7.0616 8.4747 -0.7020
C8 -6.1688 7.4415 -0.6585
C9 -5.0207 7.6584 0.0964
C10 -4.0592 6.6715 0.1919
C11 -4.2165 5.4486 -0.4602
C12 -5.3707 5.2446 -1.2061
C13 -6.3447 6.2265 -1.3107
C14 -3.2133 4.3806 -0.4037
N2 -3.3573 3.1979 -0.9475
C15 -2.1830 2.5333 -0.6858
C16 -1.3228 3.3288 0.0248
N3 -1.9952 4.5144 0.2058
C17 -0.0084 2.9278 0.4162
C18 0.9047 3.7371 1.1038
C19 2.1519 3.2453 1.3876
C20 2.4534 1.9427 0.9787
N4 1.6123 1.1594 0.3408
C21 0.3927 1.6317 0.0421
C22 -0.5128 0.7650 -0.7299
N5 -0.0551 -0.4414 -1.0934
C23 -0.8271 -1.2142 -1.8255
C24 -2.1151 -0.8532 -2.2388
C25 -2.6027 0.3716 -1.8609
C26 -1.7934 1.2136 -1.0916
H10 -8.8014 9.2050 -1.3890
H11 -8.8261 7.4508 -1.0993
H12 -7.9857 8.1080 -2.5263
H13 -4.9010 8.6085 0.5998
H14 -3.1784 6.8691 0.7910
H15 -5.4906 4.2959 -1.7115
H16 -7.2261 6.0312 -1.9036
H17 -1.6379 5.3384 0.6519
H18 0.6334 4.7459 1.3949
H19 2.8972 3.8425 1.8934
H20 3.4373 1.5248 1.1727
H21 -0.4040 -2.1723 -2.1149
H22 -2.6994 -1.5322 -2.8447
H23 -3.5900 0.7091 -2.1487
Cl1 5.2823 0.6979 -3.8739
Ge1 3.2294 1.4173 -3.0802
Cl2 2.3572 1.9155 -5.1593
Cl3 3.8484 3.6110 -2.5741
O7 -2.2765 -1.7078 3.0662
C27 -1.1397 -2.1296 2.8158
O8 -0.0823 -1.5338 2.5138
C28 -1.0249 -3.6702 2.8775
C29 -1.7966 -4.3749 3.7954
C30 -1.6895 -5.7510 3.8670
C31 -0.8724 -6.4858 3.0249
C32 -0.1486 -5.7656 2.1026
C33 -0.1969 -4.3809 2.0259
N6 0.6684 -6.5064 1.1190
O9 1.0900 -5.8890 0.1679
O10 0.8052 -7.7016 1.2937
N7 -2.4949 -6.4834 4.8584
O11 -2.4635 -7.7009 4.8332
O12 -3.1604 -5.8399 5.6452
H24 -2.4795 -3.8303 4.4306
H25 -0.8119 -7.5605 3.0789
H26 0.4423 -3.9224 1.2874

Values from the calculation:
relative energy (zero: lowest compared OMol25 entry of this formula, charge and spin)	115.9	kJ/mol
spin multiplicity	2
HOMO energy (spin up / spin down)	-3.2 / -3.2	eV
total charge	-2
E	-6037.116276	Eh
gap between HOMO and LUMO (spin up / spin down)	6.096 / 5.873	eV

Löwdin atomic charge list, values in e, 5 entries: number 1, Cs, carries 1.285; number 2, O, carries -0.108; number 3, C, carries -0.255; number 4, C, carries -0.112; number 5, N, carries -0.090